# 1
Density functional theory data (ωB97M-V/def2-TZVPD) for the molecule C19H30N4O2S2.

Last column: natural (NBO) charge in e.
Geometry (Å):
C 3.3707 1.0482 -4.4402  -0.737
H 4.0288 0.6532 -5.2093  0.214
H 3.8876 1.7932 -3.8415  0.208
H 2.4894 1.4861 -4.8964  0.229
S 2.7943 -0.3114 -3.3826  0.169
C 4.3894 -0.8471 -2.6798  -0.536
C 4.8156 -0.0084 -1.4798  -0.420
H 5.9042 -0.0212 -1.3964  0.214
C 4.2366 -0.5454 -0.1669  -0.228
N 2.8036 -0.6700 -0.1876  -0.609
C 2.1591 -1.8475 -0.2853  0.306
N 0.8076 -1.8431 -0.3498  -0.622
C -0.0898 -0.7695 -0.2294  0.136
C -0.0062 0.3611 -1.0261  -0.231
C -0.9462 1.3713 -0.9367  -0.293
C -2.0300 1.2641 -0.0623  0.194
C -2.1238 0.1052 0.7176  -0.293
C -1.1721 -0.9001 0.6630  0.166
N -1.2731 -2.0913 1.3995  -0.464
C -2.5784 -2.5024 1.8754  -0.247
H -3.3146 -2.3474 1.0851  0.215
C -2.5004 -3.9933 2.2205  -0.069
O -1.5275 -4.2439 3.2061  -0.521
C -0.2575 -3.8100 2.7752  -0.076
H 0.4316 -4.0096 3.5967  0.199
C -0.2736 -2.3195 2.4333  -0.246
H 0.7118 -2.0086 2.0894  0.223
H -0.5237 -1.7468 3.3425  0.177
H 0.0577 -4.3843 1.8914  0.174
H -3.4492 -4.3441 2.6300  0.194
H -2.2643 -4.5607 1.3073  0.167
H -2.8854 -1.9474 2.7776  0.173
H -2.9711 -0.0188 1.3721  0.214
N -3.0479 2.2070 0.0035  -0.431
C -3.1034 3.3093 -0.9347  -0.245
H -2.7338 2.9961 -1.9095  0.214
C -2.3318 4.5264 -0.4087  -0.086
O -2.8356 4.9257 0.8483  -0.524
C -2.7742 3.8689 1.7793  -0.084
C -3.5562 2.6399 1.2913  -0.237
H -3.4744 1.8460 2.0301  0.211
H -4.6113 2.9080 1.1706  0.199
H -3.1982 4.2574 2.7066  0.196
H -1.7239 3.5811 1.9509  0.164
H -2.4527 5.3852 -1.0707  0.196
H -1.2619 4.2821 -0.3182  0.164
H -4.1582 3.5889 -1.0394  0.204
H -0.8263 2.2332 -1.5726  0.211
H 0.7781 0.4328 -1.7649  0.234
H 0.3864 -2.7577 -0.2398  0.428
S 2.9359 -3.3142 -0.2521  -0.314
H 2.2553 0.1739 -0.2621  0.408
H 4.6360 -1.5446 0.0265  0.245
H 4.5240 0.1172 0.6567  0.197
H 4.5037 1.0297 -1.6233  0.197
H 4.2511 -1.8886 -2.3927  0.253
H 5.1180 -0.7944 -3.4878  0.219

Forces on the atoms, in the same order (eV/Å):
C 0.0 -0.4 0.3
H 0.0 0.1 -0.1
H 0.0 0.1 -0.1
H 0.0 0.1 -0.1
S 0.1 0.0 -0.3
C -0.4 0.3 -0.2
C -0.1 -0.1 0.1
H 0.0 0.1 0.1
C 0.6 0.2 0.0
N -0.6 0.0 0.0
C 0.0 0.2 0.3
N -0.2 -0.1 -0.1
C 0.0 0.5 0.0
C -0.1 -0.3 0.1
C -0.2 0.2 0.1
C 0.2 -0.2 -0.2
C 0.1 -0.1 0.1
C 0.2 0.2 -0.1
N -0.1 -0.1 -0.1
C 0.0 -0.4 0.0
H 0.0 0.0 0.0
C -0.3 0.2 -0.1
O -0.1 0.0 0.2
C 0.3 0.3 0.0
H 0.0 0.0 -0.1
C 0.2 -0.3 0.2
H 0.0 0.0 0.0
H 0.0 0.0 -0.1
H 0.0 0.1 0.1
H 0.0 0.0 -0.1
H -0.1 0.1 0.1
H 0.0 0.0 -0.1
H -0.1 0.0 0.1
N -0.3 0.1 -0.1
C 0.2 0.3 0.0
H 0.0 0.0 0.0
C 0.0 -0.2 -0.3
O -0.1 0.1 0.0
C -0.1 -0.3 0.2
C 0.2 0.3 0.3
H -0.1 0.0 0.0
H 0.0 0.0 0.1
H 0.1 -0.1 0.0
H -0.1 0.0 0.0
H 0.1 -0.1 0.0
H -0.1 0.0 0.0
H 0.1 0.0 -0.1
H 0.0 0.1 0.0
H 0.1 0.0 -0.1
H 0.2 0.1 0.0
S 0.3 -0.8 0.0
H 0.0 -0.1 0.0
H 0.0 0.2 0.1
H 0.0 -0.1 0.0
H 0.1 0.0 0.0
H 0.1 -0.1 0.0
H 0.0 -0.1 0.0

Properties
* charge: 0
* E: -51915.57988 eV
* HOMO-LUMO gap: 8.04 eV
* SMILES: CSCCCNC(=S)Nc1ccc(N2CCOCC2)cc1N1CCOCC1


# 2
Density functional theory data (ωB97M-V/def2-TZVPD) for the molecule C19H30N4O4S.

Last column: natural (NBO) charge in e.
Geometry (Å):
C -2.6182 3.6985 -3.5120  -0.625
C -1.8286 3.9357 -2.2621  -0.104
C -0.9381 3.0187 -1.6528  -0.259
C -0.4328 3.6068 -0.5060  -0.012
C 0.4840 3.3080 0.6230  0.661
O 0.5447 4.1321 1.5349  -0.664
N 1.2398 2.1774 0.6395  -0.432
C 2.0706 1.9063 1.8074  -0.219
C 1.4741 0.8266 2.6996  -0.424
C 1.2412 -0.5125 1.9896  -0.234
N 0.0601 -0.6178 1.1354  -0.482
C -1.1946 -0.5825 1.8732  -0.231
C -2.2854 -1.3692 1.1503  -0.233
N -1.8640 -2.7427 0.9210  -0.611
C -1.9128 -3.6370 1.9457  0.685
O -2.6314 -3.5000 2.9173  -0.622
C -0.9991 -4.8503 1.7697  -0.323
C -1.2846 -5.9251 2.8274  -0.398
C -0.6983 -5.4355 4.1518  -0.676
S 0.7720 -4.4987 3.7158  2.168
O 0.6654 -3.1559 4.2327  -0.950
O 1.9571 -5.2731 3.9805  -0.940
C 0.4742 -4.4617 1.9395  -0.674
C 0.0038 0.1556 -0.1062  -0.231
C 1.1615 1.1166 -0.3452  -0.231
N -1.0082 4.8466 -0.4257  -0.473
C -1.8455 5.0665 -1.4699  0.164
C -2.6118 6.3383 -1.6049  -0.645
H -2.8593 4.6341 -4.0174  0.213
H -2.0572 3.0828 -4.2160  0.215
H -3.5610 3.1861 -3.3074  0.213
H -0.7308 2.0360 -2.0388  0.210
H 3.0537 1.5852 1.4472  0.183
H 2.1915 2.8387 2.3501  0.248
H 2.1562 0.6565 3.5372  0.219
H 0.5351 1.1881 3.1279  0.209
H 2.1285 -0.7770 1.4048  0.186
H 1.1404 -1.2916 2.7466  0.236
H -1.0326 -1.0446 2.8498  0.223
H -1.5538 0.4443 2.0440  0.180
H -3.1922 -1.3878 1.7510  0.234
H -2.5279 -0.9188 0.1868  0.198
H -1.0772 -2.8367 0.2970  0.392
H -1.1578 -5.2467 0.7645  0.240
H -2.3539 -6.0988 2.9263  0.245
H -0.8059 -6.8574 2.5232  0.216
H -1.3705 -4.7408 4.6482  0.274
H -0.3866 -6.2316 4.8232  0.253
H 1.1376 -5.2021 1.4958  0.251
H 0.7268 -3.4626 1.5832  0.259
H -0.0574 -0.5109 -0.9786  0.183
H -0.9141 0.7529 -0.1120  0.199
H 1.0784 1.5435 -1.3428  0.223
H 2.1134 0.5843 -0.3232  0.206
H -0.7964 5.4602 0.3459  0.439
H -2.9734 6.4577 -2.6247  0.225
H -3.4793 6.3578 -0.9417  0.223
H -1.9893 7.2021 -1.3671  0.221

Forces on the atoms, in the same order (eV/Å):
C 0.0 0.0 0.0
C 0.0 0.0 0.0
C 0.0 0.0 0.0
C 0.0 0.0 0.0
C 0.0 0.0 0.0
O 0.0 0.0 0.0
N 0.0 0.0 0.0
C 0.0 0.0 0.0
C 0.0 0.0 0.0
C 0.0 0.0 0.0
N 0.0 0.0 0.0
C 0.0 0.0 0.0
C 0.0 0.0 0.0
N 0.1 0.0 0.1
C -0.1 0.0 0.0
O 0.0 0.0 0.0
C -0.1 0.0 0.0
C 0.1 0.0 0.0
C 0.0 0.0 0.0
S 0.0 0.0 0.0
O 0.0 0.0 0.0
O 0.0 0.0 0.0
C 0.0 0.0 0.0
C 0.0 0.0 0.0
C 0.0 0.0 0.0
N 0.0 0.0 0.0
C 0.0 0.0 0.0
C 0.0 0.0 0.0
H 0.0 0.0 0.0
H 0.0 0.0 0.0
H 0.0 0.0 0.0
H 0.0 0.0 0.0
H 0.0 0.0 0.0
H 0.0 0.0 0.0
H 0.0 0.0 0.0
H 0.0 0.0 0.0
H 0.0 0.0 0.0
H 0.0 0.0 0.0
H 0.0 0.0 0.0
H 0.0 0.0 0.0
H 0.0 0.0 0.0
H 0.0 0.0 0.0
H 0.0 0.0 0.0
H 0.0 0.0 0.0
H 0.0 0.0 0.0
H 0.0 0.0 0.0
H 0.0 0.0 0.0
H 0.0 0.0 0.0
H 0.0 0.0 0.0
H 0.0 0.0 0.0
H 0.0 0.0 0.0
H 0.0 0.0 0.0
H 0.0 0.0 0.0
H 0.0 0.0 0.0
H 0.0 0.0 0.0
H 0.0 0.0 0.0
H 0.0 0.0 0.0
H 0.0 0.0 0.0

Properties
* charge: 0
* energy relative to the best compared isomer or geometry (same formula, charge and spin): 16.2 kcal/mol
* E: -45176.51410 eV
* HOMO-LUMO gap: 8.58 eV
* SMILES: Cc1cc(C(=O)N2CCCN(CCNC(=O)[C@@H]3CCS(=O)(=O)C3)CC2)[nH]c1C


# 3
Density functional theory data (ωB97M-V/def2-TZVPD) for a cluster of 3 separate species, C19H31BN4O6 in total in a non-equilibrium geometry.

Last column: natural (NBO) charge in e.
Geometry (Å):
C 6.3665 -2.4907 -1.6000  -0.415
N 4.9882 -2.5234 -2.2120  -0.726
C 4.5950 -3.9716 -2.1656  -0.421
B 4.0871 -1.7154 -1.3700  1.149
O 4.5173 -1.3353 -0.0606  -0.912
C 2.6100 -1.2513 -1.7920  -0.349
C 1.5059 -2.2123 -1.7757  -0.164
C 0.1668 -1.7368 -2.1361  0.013
C -0.9986 -2.7766 -2.0627  -0.438
C -1.6084 -2.6628 -0.5867  -0.421
C -2.0397 -4.0526 0.0106  -0.068
O -0.8795 -4.7474 0.4889  -0.721
C -0.1322 -0.3498 -2.5200  -0.218
C 0.9776 0.5838 -2.5302  -0.103
C 2.3322 0.1185 -2.1737  -0.136
C 3.2653 1.3615 -2.3130  0.710
O 4.4335 1.4630 -2.5173  -0.491
N 2.3195 2.4729 -2.1860  -0.767
C 1.0590 2.1162 -2.8381  0.720
O 0.2990 2.8301 -3.4115  -0.501
H 6.6597 -1.4246 -1.4359  0.217
H 7.1166 -3.0074 -2.2544  0.196
H 6.3273 -3.0837 -0.6439  0.178
H 5.5084 -4.6050 -1.9887  0.207
H 3.8890 -4.2171 -1.3264  0.176
H 4.1810 -4.3307 -3.1501  0.211
H 3.7839 -1.5453 0.5476  0.496
H 1.6251 -3.2760 -1.4728  0.218
H -1.7633 -2.5427 -2.8503  0.217
H -0.6207 -3.8166 -2.2605  0.222
H -0.7575 -2.2803 0.0448  0.205
H -2.4051 -1.8766 -0.5561  0.212
H -2.7081 -3.8224 0.8950  0.158
H -2.6559 -4.6508 -0.7032  0.188
H -0.6307 -4.2987 1.3154  0.466
H -1.1508 -0.0009 -2.7864  0.234
H 1.9942 2.4988 -1.2023  0.437
C 0.1761 3.8136 0.6034  0.543
O 0.6104 2.7570 0.1690  -0.676
N -1.1285 4.1308 0.6985  -0.413
C -1.5749 5.4060 1.2262  -0.401
C -2.1204 3.1658 0.2588  -0.423
H 0.8443 4.6123 0.9619  0.117
H -2.2040 5.2311 2.1016  0.210
H -2.1533 5.9274 0.4609  0.203
H -0.7254 6.0246 1.5144  0.209
H -2.0043 2.2485 0.8356  0.204
H -1.9565 2.9385 -0.7970  0.217
H -3.1253 3.5612 0.3975  0.228
C -4.9804 2.7286 3.6774  0.532
O -4.7754 3.4654 2.7308  -0.634
N -4.3230 1.5695 3.9174  -0.430
C -4.6185 0.7394 5.0684  -0.399
C -3.2905 1.1496 2.9898  -0.418
H -5.7441 2.9590 4.4382  0.110
H -3.7189 0.6402 5.6801  0.197
H -4.9370 -0.2482 4.7267  0.197
H -5.4119 1.1807 5.6706  0.214
H -2.5175 1.9189 2.9450  0.212
H -3.7279 1.0346 1.9959  0.213
H -2.8509 0.2058 3.3089  0.207

Forces on the atoms, in the same order (eV/Å):
C -0.1 0.0 0.0
N 0.7 -0.4 1.6
C -0.2 -0.7 -0.8
B 0.4 0.3 0.5
O -0.8 -1.0 -1.0
C -1.3 -0.3 -0.6
C -0.9 3.0 -0.7
C 0.4 0.1 -0.4
C 0.2 0.8 0.5
C 0.6 -0.4 -0.6
C -0.7 1.7 0.8
O -0.5 0.1 -0.1
C 2.6 -0.5 0.5
C 0.5 -2.1 0.2
C -1.5 -0.7 -0.5
C -2.2 -1.1 0.5
O -0.3 -0.2 0.3
N 0.1 1.3 -0.6
C 0.8 -2.4 1.1
O 0.2 -0.1 0.3
H 0.0 -1.0 0.0
H -0.8 0.6 0.3
H 0.4 0.9 -0.6
H -0.9 0.7 -0.2
H 0.4 0.1 -0.7
H 0.1 0.5 1.0
H 0.4 0.8 -0.3
H 0.0 1.0 -0.3
H 0.6 -0.2 0.8
H -0.2 1.0 0.3
H -0.9 -0.4 -0.3
H 0.5 -0.8 0.0
H 0.5 -0.4 -0.9
H 0.9 0.2 0.5
H 0.0 -0.3 -0.5
H 0.8 -0.5 0.2
H 0.5 0.5 -0.1
C -0.3 0.3 0.1
O -0.1 -0.2 -0.1
N 0.5 0.0 0.1
C -0.2 -0.2 0.0
C 0.2 -0.1 -0.2
H 0.0 0.0 0.0
H 0.0 0.1 0.0
H 0.0 0.1 0.1
H 0.0 -0.1 -0.1
H -0.1 0.0 -0.2
H -0.1 -0.1 0.0
H 0.1 0.0 0.1
C 0.1 -0.1 0.0
O 0.2 -0.1 0.0
N -0.3 0.3 0.1
C 0.2 0.0 -0.2
C -0.1 0.2 -0.1
H 0.0 -0.1 0.0
H -0.1 -0.1 0.1
H 0.0 0.0 0.2
H 0.0 0.0 -0.1
H 0.1 -0.1 -0.1
H 0.2 0.0 0.0
H -0.1 0.1 0.1

Properties
* charge: 0
* E: -39127.24693 eV
* HOMO-LUMO gap: 8.94 eV
* SMILES: CN(C)B(O)c1cc(CCCO)cc2c1C(=O)NC2=O.CN(C)C=O.CN(C)C=O


# 4
Density functional theory data (ωB97M-V/def2-TZVPD) for a structure of composition C19H31ClKO4Sb in a non-equilibrium geometry.

Last column: natural (NBO) charge in e.
Geometry (Å):
K 2.4938 1.4620 1.1034  0.953
C 1.8513 -3.0432 -2.0022  -0.636
C 1.2057 -3.3263 -0.6347  -0.374
C 2.2839 -3.9343 0.2755  -0.630
C 0.1159 -4.3870 -0.7996  -0.626
Sb 0.6130 -1.4324 0.1454  2.357
C -0.8116 -0.5278 -1.1808  -0.379
C -0.0570 0.2961 -2.2348  -0.630
C -1.6559 -1.5860 -1.9066  -0.630
C -1.7901 0.4210 -0.4745  -0.647
C -0.2251 -1.5396 2.0926  -0.388
C -0.6739 -0.1657 2.6136  -0.630
C 0.7932 -2.1011 3.0940  -0.623
C -1.4490 -2.4689 2.0741  -0.633
H 2.2499 -3.9896 -2.3800  0.213
H 2.6683 -2.3264 -1.9385  0.241
H 1.1408 -2.6833 -2.7434  0.208
H 2.7181 -4.7828 -0.2622  0.209
H 1.8618 -4.3396 1.1941  0.205
H 3.0788 -3.2391 0.5343  0.245
H 0.6078 -5.2945 -1.1626  0.216
H -0.6564 -4.1339 -1.5230  0.218
H -0.3645 -4.6506 0.1434  0.210
H 0.6864 -0.2740 -2.7940  0.211
H 0.4206 1.1742 -1.8033  0.239
H -0.8072 0.6446 -2.9518  0.210
H -1.0830 -2.1974 -2.5994  0.207
H -2.4030 -1.0493 -2.4981  0.219
H -2.2071 -2.2498 -1.2370  0.208
H -1.2963 1.2355 0.0498  0.276
H -2.4709 -0.1082 0.1955  0.195
H -2.4142 0.8673 -1.2553  0.210
H 0.0717 0.6229 2.5326  0.230
H -0.9109 -0.2899 3.6741  0.209
H -1.5655 0.2199 2.1175  0.227
H 1.6826 -1.4816 3.1960  0.230
H 1.1094 -3.1177 2.8667  0.208
H 0.2938 -2.1301 4.0672  0.211
H -2.2096 -2.1671 1.3537  0.212
H -1.9192 -2.4292 3.0603  0.220
H -1.1921 -3.5108 1.8823  0.209
Cl -2.1053 8.0597 -1.8888  -0.025
C -1.2390 6.7512 -1.1133  -0.026
C -1.1857 6.6906 0.2671  -0.237
C -0.4816 5.6531 0.8604  -0.188
C 0.1524 4.6872 0.0919  -0.116
C 0.0721 4.7679 -1.2926  -0.144
C -0.6187 5.8021 -1.9060  -0.256
C 0.9187 3.5553 0.7382  0.749
O 2.0498 3.8167 1.1839  -0.759
O 0.3278 2.4335 0.7397  -0.828
H -1.6787 7.4485 0.8583  0.225
H -0.4212 5.6049 1.9400  0.218
H 0.5537 4.0184 -1.9086  0.204
H -0.6785 5.8797 -2.9823  0.223
O 2.4177 -0.8886 0.9480  -0.717
O 2.1326 -0.2666 -0.4200  -0.702

Forces on the atoms, in the same order (eV/Å):
K 1.6 0.6 0.9
C 0.0 -0.1 0.0
C 0.5 -0.5 -0.3
C 0.0 -0.1 0.0
C -0.1 0.0 0.0
Sb 0.4 0.0 -0.2
C -0.6 0.4 -0.6
C -0.1 0.0 0.0
C 0.0 0.0 0.1
C 0.0 -0.1 0.0
C -0.5 -0.1 0.9
C -0.1 0.1 -0.1
C -0.1 0.0 0.0
C 0.0 0.0 0.0
H 0.0 0.0 0.0
H 0.0 0.0 0.1
H -0.1 0.1 0.0
H 0.1 0.0 0.0
H -0.1 0.1 0.1
H 0.0 0.1 -0.1
H 0.0 0.0 0.0
H 0.0 0.1 0.0
H 0.0 0.1 0.0
H 0.0 -0.1 0.1
H 0.0 0.0 0.1
H 0.0 0.0 0.0
H 0.1 -0.1 0.0
H 0.0 0.0 0.0
H 0.1 0.0 0.1
H 0.1 0.0 0.1
H 0.0 0.0 0.0
H 0.0 0.0 0.0
H 0.2 -0.1 0.0
H 0.0 0.0 0.0
H 0.1 -0.1 0.0
H 0.0 0.1 -0.1
H 0.0 0.0 -0.1
H 0.0 0.0 0.0
H 0.0 0.1 -0.1
H 0.0 0.0 0.0
H 0.1 0.0 0.0
Cl 0.0 -0.1 0.1
C -0.1 0.2 -0.2
C 0.0 -0.1 -0.1
C 0.0 0.1 0.1
C -0.1 0.0 -0.1
C -0.1 0.0 -0.1
C 0.0 0.0 0.1
C -0.8 0.4 -0.3
O 0.0 0.5 0.2
O -0.1 0.3 0.0
H 0.0 0.0 0.0
H 0.0 0.0 0.0
H 0.0 0.0 0.0
H 0.0 0.0 0.0
O -0.1 -0.9 0.0
O -0.4 -0.8 -0.7

Properties
* charge: 0
* energy relative to the best compared isomer or geometry (same formula, charge and spin): 3.8 kcal/mol
* E: -63778.55642 eV
* HOMO-LUMO gap: 8.51 eV